This record from OMol25 describes a cluster of 14 separate species, C68H174N10O28 in total at a distorted geometry. The level of theory is ωB97M-V with the def2-TZVPD basis set.

```
! wB97M-V def2-TZVPD RIJCOSX def2/J DEFGRID3
* xyz 0 1
C 24.81233 17.80147 15.25430
C 24.17017 16.49695 15.80893
O 25.02868 15.44903 16.24551
O 25.79287 18.34272 16.14904
H 23.97967 18.44684 15.03789
H 25.32804 17.61964 14.33605
H 23.56433 16.05362 14.95042
H 23.50641 16.77795 16.57068
H 25.64851 15.68877 16.96310
H 25.37736 18.32109 17.07421
C 16.94592 17.93418 14.50361
C 15.82295 18.40643 15.44953
O 14.54865 18.30160 14.88337
O 16.76246 16.54256 14.16242
H 17.92630 17.95842 14.99153
H 16.97327 18.65676 13.66625
H 15.80308 19.48510 15.73058
H 15.91625 17.84373 16.36797
H 14.43891 17.34185 14.71749
H 17.53897 16.12385 13.67656
C 19.48031 11.52495 11.53490
C 21.00864 11.66086 11.59797
O 21.31695 13.05235 11.57649
O 19.06632 12.02623 12.76018
H 19.23380 10.45896 11.27068
H 19.12987 12.14666 10.70472
H 21.57644 11.20787 10.73043
H 21.39047 11.26546 12.56512
H 22.13014 13.22018 12.06504
H 18.11063 11.92811 12.75168
C 18.32682 15.70084 11.16100
C 19.54849 15.79534 10.19656
O 19.97853 14.53792 9.65699
O 18.58815 15.15894 12.46883
H 17.49380 15.13938 10.67399
H 17.97123 16.74940 11.21465
H 20.40000 16.22562 10.73944
H 19.28164 16.50380 9.37371
H 20.54173 14.01361 10.24442
H 18.80445 14.21143 12.34853
C 20.18901 13.03451 23.90020
O 20.27776 11.79887 23.18970
C 19.16138 11.59707 22.28066
C 19.61367 10.79881 21.02007
N 20.67416 11.52291 20.30547
C 20.21647 12.75012 19.67865
C 21.25123 13.43187 18.84681
O 22.16728 13.92872 19.78382
C 23.32661 14.42522 19.17514
H 19.62938 12.97044 24.87702
H 20.00853 13.87871 23.23186
H 21.18870 13.15344 24.21906
H 18.69635 12.56765 21.96722
H 18.42050 11.01400 22.81459
H 18.84512 10.68310 20.27622
H 20.01942 9.80095 21.23703
H 21.41946 11.63282 21.02004
H 19.84400 13.42581 20.38846
H 19.40445 12.52050 18.99922
H 20.74324 14.21880 18.22416
H 21.56845 12.66466 18.14740
H 23.80593 13.57259 18.68278
H 23.99241 14.74954 19.96630
H 23.26759 15.21483 18.45047
C 16.42648 8.17102 14.48647
O 15.79336 8.90619 13.44562
C 16.73614 9.25722 12.43812
C 16.15051 10.35388 11.67720
N 16.23262 11.64347 12.39522
C 15.52177 12.69814 11.60738
C 14.99296 13.78340 12.59439
O 14.10280 13.12213 13.45608
C 13.91621 13.93555 14.66520
H 17.10826 8.85848 14.96992
H 16.89420 7.26205 14.15768
H 15.60456 7.89962 15.18874
H 17.05608 8.34662 11.83149
H 17.69115 9.63474 12.90477
H 15.15490 10.11281 11.31957
H 16.67051 10.48412 10.71758
H 15.77864 11.54459 13.26038
H 14.60675 12.31014 11.04282
H 16.21220 13.15869 10.84282
H 14.46326 14.61138 12.00648
H 15.85924 14.15728 13.09235
H 13.23030 14.75376 14.42817
H 14.84556 14.19249 15.22714
H 13.43961 13.28687 15.38613
C 15.75379 11.30223 24.57652
O 15.50477 11.68624 23.25835
C 15.39653 10.54219 22.41126
C 15.44671 10.98009 20.95415
N 14.16612 11.46653 20.55754
C 14.15399 12.35222 19.41003
C 14.46238 11.64424 18.13795
O 15.82756 11.32029 17.94470
C 15.92210 10.95595 16.57757
H 16.76315 10.83124 24.71039
H 15.03914 10.58368 24.97785
H 15.74084 12.24492 25.12238
H 14.44601 10.07494 22.62209
H 16.13518 9.78782 22.68916
H 15.77935 10.13484 20.32831
H 16.19340 11.76428 20.88106
H 13.77397 11.96301 21.36803
H 14.88182 13.18162 19.51022
H 13.18575 12.94988 19.31892
H 14.01690 12.27850 17.30902
H 13.97382 10.67411 18.19606
H 16.98238 10.65929 16.25359
H 15.56999 11.72277 15.87294
H 15.20910 10.07765 16.48727
C 18.01295 21.11535 17.82594
O 19.23369 21.11518 18.53745
C 19.12321 21.70625 19.84132
C 20.58004 21.71013 20.49019
N 21.04816 20.34008 20.85243
C 20.25172 19.62866 21.84345
C 20.88582 18.29163 22.15687
O 19.87569 17.28838 22.29374
C 20.16914 16.08331 21.63419
H 17.34094 20.33798 18.25821
H 18.34573 20.82639 16.83687
H 17.58299 22.11918 17.90110
H 18.48096 20.98794 20.44978
H 18.66193 22.69918 19.80796
H 20.48899 22.32597 21.37273
H 21.23415 22.05324 19.69377
H 21.10100 19.81618 19.98134
H 19.16740 19.51367 21.61580
H 20.19578 20.24724 22.75996
H 21.64448 18.31326 23.00936
H 21.41530 17.98953 21.21677
H 19.24898 15.48464 21.62871
H 21.06954 15.56362 21.94016
H 20.29632 16.30371 20.53862
C 12.80574 21.89147 19.74673
O 13.12940 20.47912 19.82556
C 14.54996 20.33267 19.74668
C 15.14510 20.30787 21.12364
N 14.48519 19.26897 21.92155
C 15.06924 18.88890 23.21331
C 15.10049 20.02909 24.23636
O 16.09150 21.01011 23.98302
C 17.33020 20.40801 24.15873
H 13.17671 22.40039 18.90091
H 12.99861 22.46119 20.66748
H 11.75476 21.86606 19.58225
H 15.04208 21.07123 19.07969
H 14.84476 19.41038 19.24319
H 15.08454 21.24120 21.61718
H 16.20552 20.08273 20.94517
H 13.46400 19.49310 21.86557
H 16.01272 18.43159 22.94440
H 14.48757 18.04042 23.65147
H 15.26417 19.52935 25.24078
H 14.11139 20.48191 24.33576
H 17.42010 19.35780 23.73602
H 17.46859 20.35722 25.21543
H 17.98960 21.13923 23.70798
C 23.68227 12.58995 14.39909
O 23.85872 13.33616 13.18277
C 25.13514 13.93880 12.89894
C 25.05243 15.03448 11.84303
N 24.29061 16.21702 12.17904
C 24.19792 17.17444 11.12682
C 23.40595 18.33597 11.71210
O 22.05508 17.94006 11.90343
C 21.17732 19.04527 12.05044
H 22.71741 12.77396 14.86174
H 24.38339 13.03186 15.09795
H 23.79543 11.50342 14.29022
H 25.78389 13.13253 12.54798
H 25.53912 14.30070 13.86003
H 24.73633 14.51552 10.93156
H 26.08968 15.28642 11.65222
H 23.40901 15.88002 12.59729
H 23.81078 16.77199 10.15956
H 25.25942 17.47982 10.94824
H 23.41916 19.30136 11.09526
H 23.79066 18.54661 12.64982
H 21.20490 19.47161 13.10454
H 20.17150 18.72375 11.84673
H 21.48747 19.84791 11.42883
C 26.63446 21.63822 18.51790
O 25.76380 20.96187 19.34038
C 26.04426 19.66167 19.84217
C 24.82332 18.78122 19.94219
N 24.23748 18.48073 18.59311
C 23.39373 19.62000 18.21288
C 21.95640 19.22757 17.69202
O 21.28928 18.38271 18.56657
C 20.01169 17.99014 17.97096
H 26.32316 22.61039 18.23163
H 26.81627 20.92858 17.67964
H 27.56902 21.88639 19.03086
H 26.54941 19.74018 20.83774
H 26.87198 19.18362 19.23894
H 24.08910 19.22426 20.59126
H 25.14075 17.82768 20.36285
H 23.80335 17.58298 18.67003
H 23.99838 20.13190 17.48149
H 23.17168 20.32470 19.05156
H 21.98816 18.70637 16.72858
H 21.41772 20.15298 17.47676
H 19.27413 18.77622 18.13514
H 19.69202 17.06709 18.42094
H 20.08161 17.78456 16.86236
C 29.70327 13.57733 13.15433
O 28.89835 14.71815 13.03480
C 29.14003 15.88050 13.70255
C 27.91797 16.75183 13.35455
N 28.07695 18.05647 13.97203
C 28.71946 19.12702 13.29126
C 28.34184 20.41882 13.98292
O 29.19392 21.41812 13.52755
C 28.62177 22.09850 12.43629
H 29.40704 12.75889 12.42732
H 29.64881 13.30935 14.22110
H 30.74586 13.90702 12.86949
H 30.10899 16.36137 13.31074
H 29.25788 15.71686 14.76130
H 27.04736 16.22922 13.78558
H 27.90126 16.82991 12.22789
H 27.25504 18.29462 14.51127
H 28.38913 19.18160 12.20728
H 29.84147 19.03678 13.21565
H 28.41257 20.42943 15.08063
H 27.31289 20.71530 13.72638
H 27.81810 22.69021 12.76475
H 28.35282 21.42832 11.56018
H 29.38503 22.76962 12.03339
C 11.42927 15.38238 20.37946
O 12.58064 15.05003 21.11760
C 13.45992 16.09533 21.29029
C 14.50916 15.51259 22.16252
N 13.85490 15.48524 23.49311
C 14.75700 14.84718 24.42642
C 15.86342 15.69102 24.96227
O 16.97910 15.99618 24.07573
C 18.09964 16.42530 24.84758
H 11.75099 15.58036 19.29241
H 10.91053 16.29606 20.77311
H 10.79908 14.51356 20.35095
H 12.97508 17.02274 21.56532
H 13.87116 16.40699 20.32840
H 15.42193 16.12562 22.26026
H 14.87141 14.54213 21.77437
H 12.98587 14.92626 23.41088
H 15.03162 13.85756 24.12265
H 14.12986 14.72878 25.26047
H 16.23207 15.16415 25.83478
H 15.44304 16.65184 25.43102
H 18.93959 16.62076 24.12649
H 18.42853 15.54752 25.47161
H 17.92894 17.31450 25.45774
C 20.83586 16.57226 14.34848
O 19.87750 16.01186 15.21888
C 19.98346 14.64600 15.52219
C 18.78395 14.15827 16.26930
N 18.47049 14.97385 17.44436
C 17.11144 14.86436 17.95249
C 17.04557 15.58179 19.32479
O 17.52805 16.92905 19.10221
C 17.21886 17.70370 20.23365
H 20.57884 17.58273 14.14305
H 20.91566 15.94611 13.51220
H 21.80310 16.77160 14.80974
H 20.96898 14.50550 16.06972
H 20.05067 13.97829 14.65589
H 18.99920 13.19880 16.62960
H 17.92678 14.04214 15.56472
H 18.67763 15.94940 17.28138
H 16.93176 13.79417 18.19524
H 16.36074 15.25860 17.21532
H 17.61905 15.01993 20.06915
H 15.96394 15.63052 19.63302
H 16.10082 17.88755 20.30625
H 17.70206 18.68261 20.05863
H 17.63398 17.29329 21.11034
*
```

Values from the calculation:
HOMO-LUMO gap	8.69	eV
HOMO energy	-0.29983	Eh
E_LUMO	0.529	eV